The following is a DFT calculation (ωB97M-V/def2-TZVPD) of a gas-phase ion, C4H8N3 (charge +1).

Calculated values
- energy above the lowest of the compared OMol25 structures with the same formula, charge and spin (kcal/mol) = 69.5
- HOMO energy (Eh) = -0.5119
- net charge = +1
- molecular weight (g/mol) = 98.129
- E_LUMO (eV) = -4.0

```
15
Properties=species:S:1:pos:R:3:lowdin_charge:R:1
H 1.831 0.869 1.887 0.074
N 1.697 -0.077 1.594 0.188
C 1.049 -0.043 0.566 -0.262
C 0.756 -1.230 -0.363 -0.077
N -0.636 -1.249 -0.720 0.095
C -1.508 -0.248 -0.548 -0.032
N -1.192 0.936 -0.061 0.053
C 0.146 1.395 0.100 -0.043
H 1.448 -1.470 -1.110 0.123
H 0.870 -1.992 0.437 0.154
H -0.771 -1.987 -1.301 0.123
H -2.614 -0.461 -0.524 0.192
H -1.947 1.577 -0.034 0.154
H 0.120 2.229 0.829 0.131
H 0.751 1.752 -0.751 0.127
```